DFT (wB97M-V/def2-TZVPD) results for a structure of composition C62H46F3N9O8S3V in a non-equilibrium geometry.

Properties
E   -5923.1973 Ha
Multiplicity   4
Lowest unoccupied orbital energy (spin up / spin down)   -0.4 / -0.9 eV
Gap between HOMO and LUMO (spin up / spin down)   4.7 / 6.7 eV
Total charge   0
Energy relative to the best compared isomer or geometry (same formula, charge and spin)   0.0 kJ/mol

The geometry in XYZ format:
```
132
C62H46F3N9O8S3V | OMol25 | wB97M-V/def2-TZVPD
V -0.849 0.490 -0.456
S 2.145 5.512 3.724
C 1.702 7.093 3.233
C 0.917 7.063 2.128
C 0.666 5.732 1.671
C 1.264 4.773 2.436
C 1.258 3.309 2.239
C 0.295 2.740 1.410
N 0.256 1.462 1.083
C 1.228 0.634 1.611
C 2.177 1.101 2.552
C 3.099 0.138 3.100
C 3.058 -1.157 2.732
C 2.102 -1.639 1.750
C 1.963 -2.958 1.365
C 0.966 -3.326 0.394
C 0.247 -2.321 -0.183
N 0.345 -1.021 0.167
C 1.237 -0.687 1.178
C 0.718 -4.726 0.027
C 1.215 -5.852 0.613
C 0.737 -7.068 0.022
C -0.117 -6.848 -1.006
S -0.350 -5.168 -1.267
C 2.181 2.446 2.847
H 2.060 7.954 3.785
H 0.542 7.954 1.634
H 0.066 5.509 0.791
H -0.494 3.367 1.017
H 3.833 0.484 3.821
H 3.748 -1.873 3.170
H 2.614 -3.715 1.800
H -0.460 -2.554 -0.974
H 1.897 -5.829 1.459
H 1.019 -8.061 0.360
H -0.636 -7.570 -1.627
H 2.917 2.841 3.544
O -0.473 5.893 -2.592
C 0.713 5.320 -2.717
O 1.666 5.895 -3.180
C 0.830 3.909 -2.257
C 1.988 3.169 -2.332
N 1.720 1.943 -1.858
N 0.446 1.832 -1.500
C -0.118 3.015 -1.725
C -1.544 3.150 -1.275
O -2.127 4.221 -1.408
O -2.031 2.085 -0.718
H -1.137 5.301 -2.159
H 2.966 3.460 -2.690
H 2.273 1.082 -1.872
O 2.100 -0.763 -2.303
S 1.922 -0.952 -3.795
C 3.623 -0.858 -4.549
C 4.565 -0.206 -3.582
C 4.674 1.183 -3.556
C 5.502 1.815 -2.635
C 6.224 1.058 -1.719
C 6.125 -0.329 -1.743
C 5.301 -0.957 -2.670
C 1.597 -2.711 -4.112
C 2.614 -3.724 -3.643
C 3.106 -3.736 -2.338
C 3.974 -4.739 -1.925
C 4.361 -5.743 -2.806
C 3.892 -5.724 -4.113
C 3.029 -4.717 -4.528
H 3.489 -0.245 -5.442
H 3.931 -1.864 -4.831
H 4.115 1.775 -4.279
H 5.592 2.897 -2.636
H 6.869 1.549 -0.998
H 6.693 -0.927 -1.038
H 5.230 -2.038 -2.686
H 1.461 -2.759 -5.198
H 0.628 -2.875 -3.640
H 2.815 -2.954 -1.649
H 4.346 -4.735 -0.904
H 5.021 -6.538 -2.475
H 4.196 -6.496 -4.811
H 2.658 -4.714 -5.550
F -5.583 -4.393 1.191
C -4.405 -4.441 0.534
F -3.626 -5.335 1.154
F -4.653 -4.883 -0.711
C -3.761 -3.082 0.508
C -2.888 -2.705 1.500
C -2.229 -1.494 1.376
N -2.415 -0.671 0.339
C -3.382 -0.989 -0.532
C -4.053 -2.195 -0.504
H -2.691 -3.349 2.349
H -1.528 -1.160 2.127
H -3.595 -0.259 -1.296
H -4.782 -2.438 -1.268
O -1.102 -0.278 -1.964
N -0.932 -0.863 -3.101
C -1.803 -0.596 -3.991
C -1.664 -1.295 -5.248
N -1.559 -1.854 -6.244
C -2.901 0.324 -3.767
N -3.769 1.037 -3.532
C -4.674 0.767 4.976
O -4.570 1.564 3.803
C -4.827 0.988 2.621
C -5.378 -0.281 2.488
C -5.781 -0.752 1.248
C -5.644 0.049 0.126
C -5.045 1.291 0.252
C -4.595 1.757 1.478
N -4.025 3.059 1.501
C -3.202 3.707 2.335
C -2.369 3.287 3.355
C -1.900 4.317 4.245
C -1.138 4.036 5.322
C -0.739 2.676 5.559
C -1.098 1.673 4.721
C -1.895 1.914 3.530
O -2.093 1.013 2.695
H -4.342 1.399 5.794
H -4.025 -0.108 4.915
H -5.703 0.453 5.152
H -5.526 -0.898 3.364
H -6.223 -1.740 1.168
H -5.992 -0.289 -0.842
H -4.903 1.923 -0.624
H -4.259 3.592 0.683
H -3.211 4.776 2.145
H -2.207 5.343 4.049
H -0.822 4.820 5.997
H -0.111 2.458 6.421
H -0.775 0.650 4.888
```

Results of the Löwdin charge analysis, in e, for atoms 1 through 2:
1 V 0.97
2 S 1.03